[1]
Formula: C25H26AsFN2O3PtS
Source: OMol25
Level of theory: ωB97M-V with the def2-TZVPD basis set

**Orbital gap (alpha / beta)**: 7.61 / 5.46 eV
**Energy above the lowest of the compared OMol25 structures with the same formula, charge and spin**: 0.00 kcal per mole
**E_tot**: -113088.98466 eV
**Expectation value of S²**: 6.06
**Molar mass**: 723.56 g/mol

ORCA input file:
```
! RIJCOSX wB97M-V def2-TZVPD def2/J DEFGRID3
* xyz 2 5
H -4.3538 -0.3992 -3.3550
Pt 0.9530 0.6729 0.1765
C -0.7241 -2.8784 0.6491
C 1.1083 -0.0058 4.3569
C -3.5758 0.1272 -2.8195
C 2.3658 -0.4301 -3.4267
C -1.5914 0.0682 -1.4190
H 5.4198 0.1937 -2.3565
O -0.5829 -2.6963 -2.0116
C -1.5511 1.5212 -1.4369
H 2.7372 3.5637 -2.6796
C -0.3342 -4.1496 2.6284
H -4.3443 2.0696 -3.3173
C 0.1569 -3.5639 1.4770
H 2.7550 2.8444 -4.3078
H 2.6788 -0.3819 -4.4691
H 0.3336 -4.7048 3.2756
C 0.9179 1.2563 4.9169
H 1.2971 2.7167 -3.2951
H -3.5982 -3.2883 2.3558
C 2.3855 2.7335 -3.2894
H 2.7575 -1.3293 -2.9568
C 1.1815 -0.1095 2.9885
C -2.4686 3.6404 -2.1203
C -2.5465 -3.3580 2.1104
C -3.5708 1.5135 -2.8027
H 0.6947 3.3719 4.6330
H 0.7924 3.1952 2.1731
H -2.7495 -2.2618 0.2745
C 0.8689 2.2997 2.7758
O 2.8085 1.1304 -0.8615
H 1.3514 -1.0821 2.5472
S -0.0894 -2.1213 -0.8036
C -2.0755 -2.7777 0.9485
As 3.0946 1.1050 -2.5148
O 1.3398 -1.9480 -0.6454
C -2.5493 2.2340 -2.1246
H 1.2790 -0.4471 -3.3682
N -0.6700 -0.5311 -0.6836
F 0.8498 1.3623 6.2236
C -2.1984 -4.6925 4.2182
H 1.2078 -0.8669 5.0042
H -1.3249 5.3311 -1.4596
H -2.6036 -1.6790 -2.1726
C 5.0022 1.1086 -2.7713
C -1.6869 -4.0464 2.9700
H 5.2172 1.1669 -3.8374
H 1.1995 -3.6514 1.1974
C 0.8124 2.4145 4.1435
C -1.4227 4.2550 -1.4778
C -2.6062 -0.5980 -2.1527
N -0.5285 2.1444 -0.8243
H 5.4302 1.9660 -2.2569
H -3.1974 -4.3480 4.4749
C 1.0187 1.0349 2.1766
H -3.2304 4.2204 -2.6262
H -2.2414 -5.7753 4.0757
C -0.4599 3.4648 -0.8438
H 0.3916 3.9100 -0.3447
H -1.5308 -4.5148 5.0608
*
```

[2]
Formula: C25H26Br2N4O4Rh
Source: OMol25
Level of theory: ωB97M-V with the def2-TZVPD basis set

**Orbital gap (alpha / beta)**: 6.12 / 6.14 eV
**Energy above the lowest of the compared OMol25 structures with the same formula, charge and spin**: 33.22 kcal per mole
**E_tot**: -183583.41888 eV
**Molar mass**: 709.22 g/mol

ORCA input file:
```
! RIJCOSX wB97M-V def2-TZVPD def2/J DEFGRID3
* xyz 1 1
C 1.2154 -3.4586 2.6611
H 0.7121 -1.4790 5.3616
C -0.2033 -5.1100 -0.5930
C 3.7060 1.0381 0.0861
O -1.5582 -0.2606 -0.9115
C 5.7800 0.0134 0.7893
H -0.6438 -4.6209 1.4758
N 0.3940 -1.3072 2.0441
C 2.2595 0.9345 -0.0780
H 2.2944 -7.2873 1.9497
H -3.9945 -0.6716 -1.5324
C 5.7784 2.2725 -0.0643
C 1.1863 -3.0807 3.9975
C 6.4560 1.1881 0.4490
N 0.1904 1.5959 -0.4878
H 3.7795 -5.9482 0.4669
H -4.9293 3.4491 -2.3362
C 0.7396 -1.8134 4.3337
C 4.3978 2.2156 -0.2532
C -4.2176 2.6978 -2.0239
C 1.8989 -6.8368 1.0413
H 2.8480 3.1575 -0.8305
H 7.5283 1.2537 0.5870
C -4.6009 1.3565 -1.9589
O 1.7107 -0.2343 0.1784
C 0.3431 -0.9518 3.3312
C -0.6410 2.4178 -1.0118
C -2.0129 2.0749 -1.2895
C -0.1541 -5.4042 0.9007
H 0.0030 0.0522 3.5428
H 3.4945 -7.5467 -0.2221
Rh -0.2191 -0.1640 0.3950
C 4.4200 -0.0529 0.6038
H -5.6130 1.0792 -2.2257
C -2.4090 0.7280 -1.2355
N 1.5316 1.9364 -0.4933
H 3.8792 -0.9555 0.8527
H -2.5971 4.0807 -1.7572
H -2.9766 -0.3147 3.6945
H 1.5379 -3.7744 4.7499
H -1.2276 -4.8924 -0.9047
Br -2.9224 -1.6366 1.5852
C 0.8372 -2.5285 1.7147
C -3.2012 -0.0804 2.6642
C -2.9253 3.0495 -1.6993
H 0.1412 -5.9667 -1.1740
H 2.6422 -6.1475 -0.8798
H 6.2915 3.1869 -0.3327
C 3.0190 -6.6001 0.0393
O 3.8068 3.3104 -0.7560
C 1.8294 -4.7896 2.2967
N 1.1983 -5.5977 1.4161
Br -2.0398 1.3682 2.1158
O 2.8925 -5.0671 2.8292
H 6.3197 -0.8345 1.1889
H 0.4286 -4.2611 -0.8648
H 1.1455 -7.5124 0.6354
C -3.7120 0.3721 -1.5675
H -4.2201 0.2526 2.5304
H 0.9189 -2.7417 0.6577
H -0.7156 -6.3183 1.1083
H -0.2465 3.3945 -1.2802
*
```

[3]
Formula: C25H26BrN4O3PPtS2
Source: OMol25
Level of theory: ωB97M-V with the def2-TZVPD basis set

**Orbital gap (alpha / beta)**: 6.76 / 6.04 eV
**Energy above the lowest of the compared OMol25 structures with the same formula, charge and spin**: 34.99 kcal per mole
**E_tot**: -142695.67241 eV
**Expectation value of S²**: 0.76
**Molar mass**: 800.60 g/mol

ORCA input file:
```
! RIJCOSX wB97M-V def2-TZVPD def2/J DEFGRID3
* xyz 1 2
H 1.1905 -4.2982 1.7611
C -0.2725 5.6206 0.4033
N -0.0567 -0.5956 -6.0919
C -3.2997 3.0909 -2.3757
H 4.5947 -3.6438 -1.6124
H -3.2446 0.9703 -1.9408
H -1.0605 -4.7250 2.7208
C -0.2439 1.9256 2.7008
C 0.7491 0.4734 -4.1026
H -1.8025 -3.6687 1.5084
Br 0.0493 -0.2982 7.4628
C 0.3498 -3.6476 1.5287
C -0.9730 -4.3484 1.7016
H -1.0498 -5.1937 1.0195
C 4.2565 -2.5662 0.2349
C -1.1904 5.6125 -0.6140
C -0.5484 3.2562 0.7525
H -3.0541 5.2021 -2.5878
C -1.0578 -0.4042 2.8855
H 0.6918 -0.1988 -6.6307
C -2.8616 1.9495 -1.6810
O 0.4539 -3.2544 0.1362
H -1.8307 -1.7041 -4.4286
H -4.0367 2.9828 -3.1567
H 4.7079 -2.4705 1.2221
C -0.0808 0.7559 4.8272
C -0.4018 0.7273 3.4539
P 1.6659 -2.3941 -0.3976
C 0.6616 0.6232 -2.7461
O 2.8738 -2.8998 0.4978
H -0.0603 2.8429 3.2581
C -1.4673 3.2179 -0.3434
C 0.0538 4.4389 1.1022
H -0.6519 -1.2651 -6.5449
H 4.2960 -1.5893 -0.2539
C -0.1437 -0.3808 -4.7678
H -1.8959 -1.2796 -2.0147
C -1.4023 -1.4647 3.7618
H -1.4428 6.5240 -1.1377
H 4.7403 -4.6212 -0.1459
C -1.1672 -0.7812 -2.6403
H 1.5436 0.9714 -4.6389
H 1.3801 1.2205 -2.2018
H -1.3382 -2.2375 5.7383
H 0.4048 1.6306 5.2383
H 0.4215 -2.7466 2.1405
Pt -0.5464 0.5068 -0.0191
N -0.3996 2.0114 1.4148
N -1.9734 2.0041 -0.7137
H -1.9365 -2.3103 3.3525
C -1.0707 -1.4155 5.0884
C -0.3899 -0.3093 5.6288
H 0.7748 4.4808 1.9063
C 4.9352 -3.6413 -0.5793
C -1.1282 -1.0122 -3.9873
C -1.8121 4.4012 -1.0097
N -0.2981 0.0343 -2.0112
H 6.0118 -3.4711 -0.5597
O -1.4068 -0.5061 1.6453
H 0.2114 6.5426 0.6914
S 1.4546 -0.4902 0.5028
C -2.7631 4.3072 -2.0547
S 1.8870 -2.4915 -2.2967
*
```

[4]
Formula: C25H26ClN3O5
Source: OMol25
Level of theory: ωB97M-V with the def2-TZVPD basis set

**Orbital gap**: 9.45 eV
**Energy above the lowest of the compared OMol25 structures with the same formula, charge and spin**: 0.00 kcal per mole
**E_tot**: -53579.49425 eV
**Molar mass**: 483.95 g/mol

ORCA input file:
```
! RIJCOSX wB97M-V def2-TZVPD def2/J DEFGRID3
* xyz 0 1
H -8.7798 -3.1388 -0.5607
N 0.6878 2.2214 0.0094
C -1.1106 3.7506 0.6269
H 2.2591 -1.2308 -2.7091
C 6.8693 -1.4190 -1.2466
H 3.2927 2.6561 0.0882
O -3.0686 3.2169 1.9727
O -8.2169 -1.0155 0.3729
C 1.3270 0.2868 -1.4689
C 2.4436 -0.2046 -2.3874
N -2.5852 2.0150 0.0730
H 6.9213 -1.5737 -2.3134
C 5.6315 -1.2373 -0.6429
H -1.3895 4.7505 0.2929
H 1.7030 2.3894 -1.7776
H 4.1711 1.7960 -2.0666
C 8.0220 -1.4047 -0.4807
C -4.6325 -1.0451 -0.1757
N 3.7109 -0.1861 -1.6879
H 2.5120 0.4410 -3.2703
C -5.8990 -0.5449 0.1128
C -4.9726 1.6614 0.3734
C -7.8976 -3.6187 -0.1243
H 5.0598 1.0676 -0.7138
H 4.5932 -0.9490 1.2166
C -3.7106 1.1523 0.0886
C -6.0590 0.8107 0.3892
C -7.1026 -1.4153 0.1382
H -5.0971 2.7105 0.5878
H 2.9660 1.0085 0.6313
C -8.2035 -4.0941 1.2889
H -4.5089 -2.0948 -0.3886
C 6.7130 -1.0569 1.4864
C 5.5510 -1.0653 0.7335
Cl 6.6107 -0.8323 3.1986
H 8.8475 -1.2118 1.4918
C -1.6058 1.9634 -0.9037
H 0.3870 0.2989 -2.0199
H 8.9835 -1.5420 -0.9514
C 3.0243 1.6544 -0.2461
H -0.4429 3.8567 1.4812
C -2.3667 3.0095 1.0235
O -1.6328 1.2529 -1.8741
H -8.5378 -3.2571 1.8969
H 1.2271 -0.4024 -0.6259
H -2.5586 -0.5875 -0.4073
C 1.6537 1.6890 -0.9358
C -0.4808 2.9176 -0.4905
C 4.0883 1.1195 -1.2061
H -8.9892 -4.8434 1.2588
O 4.0090 -2.4109 -1.9066
C 4.3786 -1.3389 -1.4660
H -0.1688 3.5195 -1.3480
C 7.9528 -1.2211 0.8896
H -7.3146 -4.5275 1.7412
H -7.5714 -4.4466 -0.7573
C -3.5402 -0.2010 -0.1832
O -6.8120 -2.6919 -0.1395
H 0.4306 1.5195 0.6956
H -7.0484 1.1809 0.6099
*
```